Entry 1:
Density functional theory data (ωB97M-V with the def2-TZVPD basis set) for a cluster of 6 separate species, C43H89N2O16P in total at a distorted geometry.

```
151
Properties=species:S:1:pos:R:3:forces:R:3
C -1.675529 2.582361 5.183291 0.0 0.0 0.2
C -0.637816 2.312029 4.656395 -0.1 -0.3 -0.1
C 0.579745 1.828608 4.008637 1.2 -0.5 0.9
N 1.436993 2.992327 3.713748 -0.4 -0.1 -0.3
C 0.300387 1.010218 2.735265 -0.2 0.8 -0.6
C -1.026399 1.286859 2.026240 -0.2 -0.8 -0.2
C -2.245434 0.582451 2.594978 0.5 0.6 0.0
C -2.215035 -0.733512 3.016217 -0.2 0.1 0.0
C -3.359478 -1.312926 3.541863 0.5 -0.2 0.0
C -4.519217 -0.578407 3.645874 -0.7 -0.3 0.3
C -4.566135 0.731380 3.216963 0.3 0.3 -0.2
C -3.420968 1.306174 2.693729 -0.3 0.0 0.0
C 1.319808 0.846038 5.035842 -0.7 0.0 -0.2
O 0.941127 1.012492 6.390902 0.6 0.3 -0.2
C 1.906406 1.613807 7.230644 -0.8 -0.2 1.0
P 1.238639 3.191621 7.889382 0.0 1.2 -1.4
N 1.449843 4.386847 6.885050 0.0 -0.3 0.3
H -2.584452 2.724928 5.703926 -0.2 0.2 0.0
H 2.073611 3.143428 4.481290 0.0 0.5 0.1
H 1.949763 2.873720 2.851516 0.1 -0.1 0.1
H 1.084486 1.273278 2.025945 0.2 -0.1 -0.1
H 0.393651 -0.056284 2.897168 0.0 -0.2 0.2
H -0.917914 0.918488 1.003830 0.1 0.1 -0.2
H -1.239348 2.345850 1.945848 0.2 0.1 0.1
H -1.297788 -1.293874 2.937489 0.1 -0.2 0.0
H -3.310542 -2.336111 3.880540 -0.1 -0.1 0.1
H -5.408108 -1.032076 4.062115 0.0 -0.1 0.0
H -5.461918 1.326442 3.294916 -0.2 0.0 0.0
H -3.432888 2.334325 2.362442 -0.1 0.2 0.0
H 2.400127 0.932147 4.929770 0.1 0.2 -0.2
H 1.056241 -0.176370 4.780349 -0.2 -0.2 0.0
H 2.835866 1.874090 6.731919 0.2 -0.1 -0.1
H 2.081502 0.931130 8.066977 0.3 -0.1 0.0
H 1.918154 3.422015 9.107307 -0.2 -0.5 0.1
H -0.127379 2.968366 8.146705 0.2 -0.4 0.5
H 0.560956 4.770876 6.594396 0.1 0.1 -0.2
C 6.670762 -2.958662 5.787883 0.0 0.2 0.1
O 6.984611 -1.622166 5.463340 -0.1 -0.1 -0.3
C 8.291455 -1.459030 4.933521 -0.1 0.1 0.2
C 8.330305 -0.380094 3.872638 0.1 0.1 0.0
O 7.745325 -0.744225 2.631580 0.0 0.0 0.0
C 6.334059 -0.861579 2.553052 0.0 -0.2 -0.1
C 5.574501 0.444017 2.605532 -0.2 0.0 0.2
O 5.554198 0.994155 3.912549 0.4 0.0 0.1
C 5.598151 2.403191 3.934019 -0.2 -0.1 0.0
H 7.209221 -3.284949 6.684444 0.0 -0.1 0.0
H 5.600048 -3.006590 5.982641 0.0 0.0 0.1
H 6.900670 -3.634246 4.956420 0.0 0.0 0.0
H 8.655135 -2.397435 4.501277 0.0 0.0 0.0
H 8.958507 -1.166238 5.754821 0.2 -0.1 -0.1
H 9.382631 -0.198278 3.641290 0.0 0.0 0.0
H 7.919321 0.557969 4.248911 -0.2 -0.1 0.1
H 5.952782 -1.569160 3.291987 0.0 0.1 0.2
H 6.144803 -1.296801 1.567846 0.0 0.0 0.0
H 4.534866 0.249168 2.305579 0.0 0.0 -0.2
H 6.015454 1.149748 1.893392 0.0 0.0 0.0
H 6.419711 2.796847 3.326108 0.0 0.0 -0.1
H 5.755440 2.715519 4.965450 -0.1 0.0 0.0
H 4.647457 2.813958 3.572459 0.1 0.2 0.0
C -0.814724 5.880755 2.553387 0.0 0.1 -0.1
O -1.662531 6.093563 1.438451 -0.3 -0.1 0.3
C -2.061545 4.885998 0.819617 0.1 0.3 -0.1
C -3.485953 4.949487 0.313671 0.0 -0.1 -0.1
O -4.478179 4.887993 1.330498 0.0 0.0 0.0
C -4.645454 6.014352 2.180886 0.0 -0.1 0.1
C -5.277727 7.219816 1.519542 0.1 0.2 0.0
O -4.376369 7.873062 0.642223 0.0 -0.3 -0.2
C -4.991205 8.391625 -0.515542 0.1 0.1 0.1
H 0.179888 5.557386 2.232207 0.0 -0.1 0.1
H -0.727382 6.825304 3.088006 0.0 0.0 -0.1
H -1.236376 5.135615 3.236350 0.1 -0.1 0.0
H -1.976494 4.049564 1.520821 0.0 0.1 0.0
H -1.393714 4.701518 -0.033748 0.0 -0.2 0.0
H -3.650728 4.051274 -0.289092 0.0 0.0 0.0
H -3.637705 5.806305 -0.344295 0.1 0.1 0.1
H -3.712321 6.278415 2.679842 0.1 0.1 -0.1
H -5.338028 5.675862 2.955922 0.0 0.0 0.0
H -5.573097 7.932837 2.300654 -0.1 -0.1 0.0
H -6.178129 6.901064 0.981382 0.0 0.0 0.0
H -5.606446 7.632805 -1.013157 0.0 0.0 0.0
H -4.201239 8.696211 -1.200067 0.0 0.0 0.0
H -5.610973 9.263743 -0.278025 -0.1 0.0 -0.1
C 2.458145 -5.851677 -2.801736 0.0 -0.1 0.1
O 3.069708 -5.409353 -1.607268 -0.1 0.3 -0.1
C 4.371722 -4.884414 -1.800775 -0.1 -0.2 0.2
C 4.650144 -3.730235 -0.862352 0.1 0.0 0.0
O 3.985416 -2.519374 -1.192149 0.0 0.1 0.0
C 2.583795 -2.428326 -0.985130 0.0 0.0 -0.1
C 2.163555 -2.340188 0.465167 -0.2 -0.2 0.1
O 2.291718 -3.586872 1.129011 0.3 0.0 -0.1
C 2.727532 -3.463323 2.461808 -0.1 0.0 0.0
H 2.916257 -6.782372 -3.153518 0.0 0.0 -0.1
H 1.406562 -6.034390 -2.587254 0.0 0.0 0.0
H 2.520387 -5.091783 -3.587615 0.0 0.0 0.0
H 4.504280 -4.544102 -2.833698 0.0 0.0 0.0
H 5.097050 -5.683341 -1.596211 0.1 0.1 -0.1
H 5.714031 -3.495972 -0.951628 0.0 0.0 0.0
H 4.471466 -4.014300 0.176095 -0.2 -0.1 0.0
H 2.048974 -3.225057 -1.503960 0.0 -0.1 0.1
H 2.295215 -1.486516 -1.458724 0.0 0.0 0.0
H 1.108396 -2.036988 0.509329 0.0 0.2 0.0
H 2.767524 -1.572408 0.963932 0.0 0.0 0.0
H 3.625624 -2.837047 2.529697 0.0 0.0 0.0
H 2.976526 -4.457161 2.830624 -0.1 0.0 0.0
H 1.939953 -3.037121 3.095174 0.1 0.0 0.1
C -7.005126 3.218411 -0.414368 -0.1 -0.1 -0.1
O -7.690519 2.964509 -1.623759 0.3 0.0 -0.1
C -8.026510 4.142368 -2.335523 -0.1 -0.2 0.1
C -7.930589 3.934614 -3.831567 -0.1 0.0 -0.1
O -6.606271 3.865098 -4.338719 0.0 0.0 0.0
C -5.829692 2.708459 -4.065903 0.1 0.1 0.1
C -6.249348 1.466063 -4.821010 0.0 -0.2 0.1
O -7.450922 0.918323 -4.304879 -0.1 0.3 -0.1
C -8.292601 0.370476 -5.293808 0.1 -0.1 0.1
H -7.683226 3.632025 0.340331 0.1 0.1 0.1
H -6.608467 2.271007 -0.051986 -0.1 0.0 0.0
H -6.166459 3.904321 -0.568283 0.0 0.1 0.1
H -7.368588 4.970749 -2.048618 0.0 0.0 0.0
H -9.061891 4.410413 -2.084869 0.0 0.2 -0.1
H -8.362965 4.819811 -4.305007 0.0 0.0 0.0
H -8.526790 3.078233 -4.150183 0.1 -0.1 0.1
H -5.764929 2.515486 -2.993866 -0.2 -0.1 0.0
H -4.823472 2.963976 -4.407738 0.0 0.0 0.0
H -5.458098 0.711200 -4.720458 0.1 0.1 -0.1
H -6.361286 1.713231 -5.882647 0.0 0.0 0.0
H -8.456830 1.079225 -6.113486 0.0 0.0 0.0
H -9.252711 0.155588 -4.827319 0.0 0.0 0.0
H -7.877277 -0.560677 -5.695909 0.0 0.0 -0.1
C 3.553494 -9.254770 -8.201037 -0.1 0.0 -0.1
O 2.375968 -8.497930 -8.375039 0.2 0.2 0.2
C 1.486148 -8.572326 -7.273199 0.0 0.0 -0.3
C 0.766358 -7.259937 -7.047272 -0.1 0.0 0.1
O 1.562591 -6.229409 -6.479903 0.0 0.0 0.0
C 2.570123 -5.629615 -7.282240 0.1 0.0 0.1
C 2.057119 -4.738006 -8.392111 0.1 -0.1 -0.2
O 1.501909 -5.491325 -9.457036 -0.2 -0.1 0.2
C 0.379272 -4.882347 -10.054569 0.1 0.0 -0.1
H 3.348763 -10.328231 -8.279600 0.1 0.0 0.1
H 4.246839 -8.969077 -8.990624 0.0 0.0 0.0
H 4.024052 -9.041401 -7.234735 0.0 -0.1 0.0
H 2.022889 -8.846999 -6.358397 0.0 0.0 0.0
H 0.738664 -9.346734 -7.490082 0.0 0.0 0.2
H -0.012922 -7.448414 -6.304494 0.0 0.0 0.0
H 0.265330 -6.922448 -7.955448 0.1 0.0 -0.1
H 3.269533 -6.373999 -7.665068 -0.1 -0.1 -0.2
H 3.128782 -4.991237 -6.592683 0.0 0.0 0.0
H 2.898138 -4.153634 -8.788134 0.0 0.1 0.1
H 1.315485 -4.044511 -7.980267 0.0 0.0 0.0
H -0.360098 -4.586253 -9.301796 0.0 0.0 0.0
H -0.078883 -5.614516 -10.717499 0.1 0.0 0.0
H 0.671091 -4.004936 -10.642557 -0.1 0.1 0.0
```
Forces are in eV/Å.

Summary:
- strongest force on any atom (Eh/bohr) = 0.03603
- lowest unoccupied orbital energy (eV) = 0.587
- HOMO level (eV) = -8.44
- SMILES string = C#C[C@](N)(CCc1ccccc1)COC[PH2]=N.COCCOCCOC.COCCOCCOC.COCCOCCOC.COCCOCCOC.COCCOCCOC
- total energy (a.u.) = -3346.045877

Entry 2:
Density functional theory data (ωB97M-V with the def2-TZVPD basis set) for a cluster of 12 separate species, C43H91N5O12 in total at a distorted geometry.

```
151
Properties=species:S:1:pos:R:3:forces:R:3
C -2.195816 -1.170765 -4.269334 1.2 -0.6 0.3
N -2.645722 -2.514668 -3.934648 -0.7 0.0 -0.1
C -3.557918 -3.094687 -4.910582 0.5 -0.3 0.4
C -2.162343 -3.219550 -2.894218 0.0 0.5 0.0
O -1.395488 -2.790418 -2.045725 0.1 0.0 0.1
H -2.984490 -0.459811 -4.499053 -0.2 -0.2 0.0
H -1.500922 -1.307515 -5.104185 -0.2 0.5 -0.2
H -1.586412 -0.800471 -3.447466 -0.2 0.1 0.1
H -4.521708 -2.590466 -4.859854 0.0 0.1 -0.3
H -3.078613 -3.020905 -5.888237 -0.4 0.1 -0.2
H -3.714849 -4.155867 -4.713612 0.0 0.0 0.1
H -2.535326 -4.253057 -2.866028 -0.1 -0.1 -0.1
C -1.165533 -1.574109 6.217205 0.1 0.5 0.1
N -0.218838 -0.832480 5.397885 0.5 -0.3 0.9
C 0.363695 -1.464513 4.232991 -1.3 -0.7 0.3
C -0.076576 0.499309 5.578156 -0.1 -0.3 -0.8
O 0.477067 1.210392 4.760563 0.2 0.5 0.2
H -0.841100 -2.569906 6.518695 0.2 -0.1 -0.6
H -2.110623 -1.593722 5.669435 -0.2 -0.4 0.4
H -1.278017 -1.059053 7.172252 -0.3 0.2 -0.2
H 0.694924 -2.478098 4.471434 0.6 0.3 0.3
H -0.460576 -1.684489 3.545783 0.2 0.4 -0.4
H 1.120994 -0.815601 3.815082 0.1 -0.1 -0.2
H -0.553994 0.869121 6.491007 0.0 0.2 0.2
C 3.256840 -1.647509 0.217504 0.6 0.3 0.3
N 3.780938 -2.856244 0.827109 -1.1 0.5 0.1
C 4.066072 -2.746852 2.229401 0.5 -0.5 0.8
C 3.877860 -4.044271 0.167467 0.2 0.2 0.6
O 4.281176 -5.055307 0.705027 -0.1 -0.2 -0.4
H 2.849154 -1.817749 -0.776994 0.3 -0.1 -0.1
H 4.081875 -0.927532 0.238783 -0.1 0.2 -0.6
H 2.481593 -1.154393 0.808322 -0.2 -0.5 0.2
H 4.365805 -3.726933 2.599030 0.2 0.1 -0.1
H 4.867092 -2.028005 2.429422 0.1 0.0 -0.2
H 3.234731 -2.444393 2.877382 -0.4 0.1 -0.5
H 3.571413 -3.957187 -0.885595 0.1 -0.1 0.0
C -0.850576 -0.812453 0.923455 -0.3 -1.1 -0.2
N 0.037494 0.150495 0.339733 -0.4 0.5 0.6
C 0.799105 0.911053 1.296894 0.7 1.3 0.3
C 0.259967 0.291304 -0.990519 0.9 -1.2 0.8
O 1.169625 0.965127 -1.425368 0.0 0.6 -0.7
H -1.638996 -0.404700 1.560983 0.2 0.4 0.0
H -0.264113 -1.494058 1.542290 0.0 0.0 0.0
H -1.353803 -1.434531 0.178163 0.2 0.2 -0.3
H 1.352101 1.707734 0.796639 -0.1 -0.1 -0.2
H 0.207176 1.417326 2.064436 -0.5 -0.3 -0.2
H 1.556295 0.368700 1.871430 -0.2 -0.5 -0.3
H -0.301610 -0.438881 -1.592978 -0.4 0.3 -0.1
C -1.502130 3.801923 2.042467 -0.6 1.0 -0.1
N -1.771932 4.348450 3.369202 0.1 -0.3 -0.5
C -3.179868 4.524727 3.667632 -0.1 -0.2 -0.9
C -0.822003 4.519190 4.307465 0.0 -0.6 0.8
O -1.041328 4.788401 5.477413 0.1 0.2 -0.4
H -1.980591 4.517607 1.367026 0.1 -0.3 -0.4
H -1.980998 2.832579 1.897277 0.1 -0.1 0.1
H -0.456289 3.763566 1.747729 0.2 -0.1 0.5
H -3.308958 5.235400 4.473391 -0.1 -0.3 0.3
H -3.688283 4.889332 2.767743 0.2 0.4 0.0
H -3.668650 3.553317 3.793684 0.1 0.0 0.7
H 0.192683 4.303912 3.931504 -0.1 0.2 0.0
C -3.397480 1.143038 -0.020420 -0.9 -0.2 0.0
C -4.345216 2.314187 0.202799 -1.4 0.4 -0.7
C -5.365532 2.201824 -0.958277 0.1 -0.5 -0.1
O -4.631684 1.553481 -2.000809 -0.3 0.3 0.0
C -3.870764 0.557455 -1.349639 0.8 -0.4 -0.4
H -3.592914 0.384701 0.738653 0.6 0.1 0.2
H -2.354239 1.429157 -0.120022 0.0 0.0 0.5
H -3.901977 3.296985 0.057101 0.3 -0.1 0.6
H -4.951333 2.232190 1.106050 0.5 0.3 0.4
H -5.775264 3.160200 -1.276710 0.4 0.1 -0.3
H -6.257834 1.609662 -0.711157 0.2 -0.3 0.2
H -2.970184 0.313847 -1.919951 -0.3 0.1 -0.5
H -4.414516 -0.385335 -1.233460 -0.3 0.2 0.1
C -0.732889 -4.533838 1.279325 1.8 1.1 -0.1
C -1.404129 -5.835335 1.664488 -0.3 0.5 -0.1
C -0.283067 -6.881293 1.654630 0.1 1.3 1.1
O 0.938297 -6.157238 1.485585 0.6 -0.2 -0.5
C 0.765128 -4.755535 1.639602 -1.2 -0.4 -0.7
H -1.009504 -3.608342 1.790207 -0.7 -0.3 0.1
H -0.760266 -4.293842 0.214736 -0.3 -0.3 -0.1
H -2.178101 -6.064847 0.932782 -0.2 -0.1 0.3
H -1.804683 -5.728248 2.673279 -0.3 -0.2 -0.1
H -0.466566 -7.636958 0.896516 0.6 -0.1 -0.1
H -0.202575 -7.295777 2.660743 -0.3 -0.7 -0.2
H 1.416492 -4.241642 0.936440 0.1 -0.1 0.0
H 1.003356 -4.359890 2.633229 0.0 -0.5 0.3
C 2.493517 4.467127 -0.727653 -0.1 0.2 -0.2
C 3.185647 5.667004 -1.413734 -1.1 0.0 0.0
C 2.002722 6.365108 -2.125594 0.2 0.1 -1.1
O 0.791768 5.685381 -1.820274 0.6 0.0 0.4
C 1.177665 4.355391 -1.482097 -0.7 -0.3 0.1
H 2.218952 4.676609 0.304575 0.4 0.1 0.1
H 3.094072 3.560526 -0.776134 -0.1 -0.1 0.1
H 3.854831 5.350762 -2.209863 0.4 -0.1 0.4
H 3.658403 6.338756 -0.702347 0.3 -0.1 -0.1
H 2.156710 6.269781 -3.209783 0.0 0.1 0.0
H 1.936426 7.437836 -1.944430 -0.3 -0.1 0.4
H 1.247674 3.696800 -2.353368 0.2 0.2 -0.2
H 0.356895 3.960687 -0.880211 0.1 -0.1 0.1
C 1.447227 -2.979209 -4.409230 -0.3 -0.1 -0.3
C 1.913974 -1.599831 -3.978935 1.1 0.2 -0.4
C 3.415949 -1.884011 -3.795848 -0.9 -0.5 0.0
O 3.425829 -3.179930 -3.160634 0.3 0.2 0.2
C 2.199495 -3.870637 -3.421818 -0.5 0.6 -0.1
H 1.771275 -3.239745 -5.421356 0.2 0.4 0.0
H 0.359428 -3.061625 -4.454977 0.0 -0.3 0.5
H 1.547680 -1.286180 -2.999748 -0.4 -0.2 -0.1
H 1.712184 -0.811212 -4.705082 0.0 0.0 0.0
H 3.905173 -1.153123 -3.156145 0.2 -0.1 0.0
H 3.924353 -1.986763 -4.756739 0.1 0.3 0.0
H 1.615985 -3.918976 -2.496201 0.1 -0.4 0.1
H 2.422794 -4.857946 -3.820944 0.0 -0.1 0.2
C -4.114899 -3.422099 1.178460 0.2 -0.1 -0.1
C -5.083323 -2.524192 1.941817 0.0 0.5 -0.4
C -5.892914 -1.847591 0.801461 0.0 0.7 1.0
O -5.449331 -2.388224 -0.419117 -0.1 -0.2 -0.4
C -4.806064 -3.633201 -0.159452 -0.6 0.0 0.3
H -3.917744 -4.359754 1.694718 0.2 0.0 0.0
H -3.181794 -2.886348 0.996394 0.1 -0.2 0.1
H -4.563748 -1.736805 2.489158 0.1 -0.2 0.2
H -5.702330 -3.081209 2.642837 -0.1 0.0 -0.1
H -5.707307 -0.767670 0.776462 0.2 -0.1 -0.1
H -6.967910 -1.910105 1.012429 0.0 -0.5 -0.5
H -4.145391 -3.869496 -0.989815 0.1 0.1 0.0
H -5.575216 -4.411998 -0.086541 0.1 -0.1 0.0
C 3.444097 2.314957 -6.083038 0.7 0.6 0.2
C 2.980082 2.598807 -4.647949 -0.4 0.3 -0.4
C 1.478109 2.262907 -4.721380 0.3 -0.2 0.3
O 1.174854 1.938444 -6.076936 0.0 -0.5 -0.3
C 2.207730 2.512520 -6.905122 -1.3 0.2 0.7
H 3.786210 1.282098 -6.141111 0.1 0.0 -0.2
H 4.223086 3.012720 -6.404794 0.2 -0.3 0.1
H 3.060967 3.656903 -4.390684 0.3 0.0 -0.1
H 3.526828 2.019029 -3.908502 -0.1 0.0 0.0
H 0.897134 3.123889 -4.383397 -0.2 0.0 -0.2
H 1.251954 1.418901 -4.069598 -0.3 0.0 -0.2
H 1.903135 3.562093 -7.022832 0.6 0.1 -0.1
H 2.211316 2.061639 -7.895186 -0.1 -0.3 0.1
C 2.861777 3.567979 3.070441 0.2 -0.7 -0.3
C 3.858271 2.400679 3.111045 -0.4 -0.3 -0.1
C 5.103986 3.108335 3.614141 -0.6 -0.6 1.3
O 4.615554 4.051155 4.577354 -0.1 0.6 -0.5
C 3.225461 4.336323 4.325725 0.3 -0.5 0.1
H 1.830383 3.217152 3.116404 0.0 0.1 -0.3
H 3.072291 4.112742 2.149997 -0.3 0.3 0.1
H 3.989841 1.842191 2.181229 0.0 0.4 -0.2
H 3.503624 1.639314 3.812739 0.2 0.2 0.3
H 5.673527 3.599127 2.823615 0.2 -0.1 0.0
H 5.665074 2.412326 4.241368 0.7 0.1 -0.6
H 3.046176 5.407327 4.229257 0.2 0.0 0.1
H 2.676636 3.930138 5.179156 -0.2 0.2 0.0
```
Forces are in eV/Å.

Summary:
- strongest force on any atom (Eh/bohr) = 0.04117
- lowest unoccupied orbital energy (eV) = 0.118
- HOMO level (eV) = -8.98
- ΔE to the lowest compared entry with this formula, charge and spin (kJ/mol) = 143.26
- SMILES string = CN(C)C=O.CN(C)C=O.CN(C)C=O.CN(C)C=O.CN(C)C=O.C1CCOC1.C1CCOC1.C1CCOC1.C1CCOC1.C1CCOC1.C1CCOC1.C1CCOC1
- total energy (a.u.) = -2869.515505